(1)
Entry from the OMol25 dataset: C5H13NS in the gas phase (the ωB97M-V functional and the def2-TZVPD basis).

Output
LUMO level in eV: 0.8537
E_HOMO in eV: -8.3
SMILES string: CCNCCCS

Geometry as XYZ:
```
20
C5H13NS the ωB97M-V functional and the def2-TZVPD basis
C -1.366 3.047 -0.348
C -0.891 2.140 0.767
N -0.422 0.883 0.249
C -0.079 -0.099 1.275
C -0.396 -1.575 0.982
C 0.094 -2.071 -0.375
S 1.542 -1.193 -1.115
H -2.227 2.665 -0.894
H -0.611 3.271 -1.060
H -1.639 4.027 0.056
H -0.110 2.669 1.328
H -1.723 1.976 1.446
H 0.207 0.804 -0.529
H 0.982 -0.036 1.525
H -0.603 0.196 2.184
H -1.475 -1.671 1.035
H 0.091 -2.146 1.768
H -0.667 -2.147 -1.150
H 0.442 -3.101 -0.290
H 2.014 -2.271 -1.728
```

(2)
Entry from the OMol25 dataset: a molecular structure, C20H30F18FeO15P3 (the ωB97M-V functional and the def2-TZVPD basis).

Output
Spin multiplicity: 5
⟨S²⟩: 6.005
LUMO level (spin up / spin down) in eV: 2.0005 / 1.2863
E_HOMO (spin up / spin down) in eV: -9.1 / -9.1
Total charge: -1

Geometry as XYZ:
```
87
C20H30F18FeO15P3 the ωB97M-V functional and the def2-TZVPD basis
Fe -0.467 -0.078 -3.479
P -0.773 -3.092 -3.529
F -2.089 -3.953 -3.785
F -0.502 -2.839 -5.060
F -1.721 -1.705 -3.459
F 0.476 -2.056 -3.169
F -1.052 -3.233 -1.929
F 0.168 -4.359 -3.458
P -0.384 0.793 -0.685
F -1.104 -0.137 0.403
F -1.610 0.249 -1.763
F -1.325 2.002 -0.324
F 0.234 1.633 -1.930
F 0.808 1.088 0.296
F 0.453 -0.487 -1.280
P -2.492 1.562 -5.057
F -1.716 2.181 -6.305
F -0.982 1.669 -4.276
F -2.890 2.973 -4.514
F -3.222 0.889 -3.799
F -3.753 1.305 -5.982
F -1.912 0.015 -5.387
C 3.573 2.388 2.110
C 3.234 3.714 2.731
C 4.125 4.141 3.916
O 4.662 5.392 3.571
C 4.354 5.680 2.283
O 4.720 6.653 1.708
O 3.586 4.722 1.742
H 4.616 2.221 1.835
H 2.991 2.290 1.194
H 3.387 1.542 2.781
H 2.186 3.844 2.985
H 4.932 3.442 4.144
H 3.499 4.158 4.812
C -4.890 -2.688 -1.663
C -3.937 -3.304 -0.666
C -3.169 -2.310 0.195
O -3.101 -3.005 1.459
C -4.136 -3.853 1.556
O -4.443 -4.481 2.517
O -4.706 -4.022 0.331
H -4.402 -1.944 -2.287
H -5.812 -2.422 -1.140
H -5.276 -3.476 -2.320
H -3.227 -3.959 -1.173
H -3.719 -1.368 0.274
H -2.132 -2.121 -0.042
C -4.024 3.180 1.886
C -3.905 2.531 3.252
C -3.476 1.039 3.224
O -2.258 0.984 3.923
C -1.886 2.226 4.293
O -0.816 2.528 4.707
O -2.897 3.106 4.098
H -3.284 2.801 1.183
H -4.024 4.266 1.961
H -5.021 2.944 1.505
H -4.871 2.661 3.742
H -3.365 0.772 2.172
H -4.301 0.451 3.624
C 0.137 -3.811 2.172
C 0.914 -2.969 1.186
C 2.177 -2.262 1.668
O 3.143 -2.559 0.663
C 2.583 -3.319 -0.316
O 3.100 -3.571 -1.353
O 1.375 -3.751 0.078
H -0.117 -3.199 3.043
H 0.662 -4.687 2.550
H -0.813 -4.034 1.693
H 0.200 -2.260 0.761
H 2.497 -2.580 2.664
H 2.069 -1.178 1.752
C 5.142 0.051 -0.269
C 4.791 0.074 -1.733
C 3.336 -0.269 -2.020
O 2.762 0.898 -2.603
C 3.739 1.834 -2.791
O 3.517 2.925 -3.192
O 4.908 1.416 -2.284
H 4.415 0.744 0.178
H 6.076 0.488 0.083
H 4.992 -0.961 0.102
H 5.484 -0.503 -2.346
H 2.749 -0.432 -1.112
H 3.228 -1.229 -2.528
```

(3)
Entry from the OMol25 dataset: a molecular structure, C33H27BCl5N2O10RbS (the ωB97M-V functional and the def2-TZVPD basis).

Output
LUMO level in eV: 3.8185
E_HOMO in eV: -2.5
Total charge: -2

Geometry as XYZ:
```
80
C33H27BCl5N2O10RbS the ωB97M-V functional and the def2-TZVPD basis
Rb -1.883 20.267 5.791
O -1.262 15.665 7.038
C -0.607 16.707 6.470
O -0.714 17.864 6.830
C 0.258 16.340 5.301
C 0.901 15.116 5.299
C 1.592 14.806 4.171
C 1.651 15.697 3.114
C 1.072 16.947 3.224
N 0.347 17.231 4.344
C 1.120 17.974 2.209
O 1.924 17.600 1.102
O 1.382 19.257 2.759
H -1.806 16.073 7.739
H 0.763 14.390 6.114
H 2.065 13.840 4.138
H 2.325 15.556 2.250
H 1.856 18.353 0.501
Cl -2.529 19.699 8.962
C -3.719 18.417 8.603
C -4.119 18.203 7.270
C -4.975 17.152 7.036
Cl -5.459 16.885 5.331
C -5.510 16.384 8.040
Cl -6.727 15.156 7.570
C -5.203 16.664 9.385
Cl -5.911 15.793 10.664
C -4.339 17.724 9.643
Cl -3.917 18.053 11.302
C 4.383 19.776 7.392
C 3.541 18.713 8.092
C 2.170 18.451 7.553
O 4.009 18.097 9.054
H 4.384 20.694 7.975
H 4.089 19.994 6.371
H 5.373 19.387 7.389
H 1.690 17.695 8.174
H 2.235 18.256 6.484
H 1.555 19.381 7.621
O 2.001 21.834 7.868
C 1.202 22.510 7.222
N -0.144 22.408 7.366
S -0.872 23.583 6.529
O -1.307 24.759 7.211
O -1.859 22.977 5.648
C 0.581 24.163 5.647
C 0.714 25.106 4.612
C 2.010 25.356 4.187
C 3.112 24.673 4.704
C 2.933 23.741 5.707
C 1.632 23.489 6.149
H -0.138 25.561 4.161
H 2.133 26.060 3.345
H 4.048 24.882 4.208
H 3.832 23.248 6.064
C -5.939 21.402 -0.323
C -4.756 22.127 0.334
C -5.349 22.989 1.471
C -4.088 23.000 -0.712
C -3.787 21.136 0.933
C -4.238 20.473 2.124
C -3.340 19.745 2.912
C -2.066 19.710 2.478
O -1.133 18.995 3.071
B 0.035 19.160 2.223
O -0.355 19.966 1.031
C -1.648 20.216 1.270
C -2.464 20.974 0.442
H -6.709 22.056 -0.705
H -6.435 20.667 0.328
H -5.611 20.831 -1.215
H -6.115 23.631 1.070
H -4.588 23.615 1.851
H -5.752 22.404 2.262
H -4.787 23.768 -1.038
H -3.691 22.396 -1.581
H -3.225 23.516 -0.278
H -5.292 20.631 2.387
H -3.692 19.234 3.831
H -2.177 21.441 -0.476
```

(4)
Entry from the OMol25 dataset: C6H6ClN in the gas phase (the ωB97M-V functional and the def2-TZVPD basis).

Output
LUMO level in eV: 0.8259
E_HOMO in eV: -9.3
SMILES string: Cc1ccc(Cl)nc1

Geometry as XYZ:
```
14
C6H6ClN the ωB97M-V functional and the def2-TZVPD basis
C 3.224 -0.103 0.045
C 1.755 0.026 0.041
C 1.034 1.230 -0.043
C -0.335 1.260 -0.016
C -0.941 -0.012 0.041
Cl -2.675 -0.089 0.009
N -0.313 -1.141 -0.026
C 1.033 -1.138 -0.043
H 3.536 -1.181 -0.106
H 3.689 0.447 -0.807
H 3.650 0.361 0.938
H 1.552 2.169 -0.138
H -0.872 2.226 0.038
H 1.491 -2.105 -0.038
```

(5)
Entry from the OMol25 dataset: 2 unconnected molecules or ions with the total composition C5H11O2 (the ωB97M-V functional and the def2-TZVPD basis).

Output
LUMO level in eV: 3.8343
E_HOMO in eV: -3.7
Total charge: -1

Geometry as XYZ:
```
18
C5H11O2 the ωB97M-V functional and the def2-TZVPD basis
C -1.311 -1.210 1.895
C -1.575 0.397 1.953
O -2.773 0.633 1.707
O -0.549 1.072 2.101
H -1.934 -1.778 2.599
H -0.248 -1.447 1.935
H -1.799 -1.447 0.943
C 0.660 -0.085 -0.910
C 2.105 0.242 -0.556
C -0.003 0.697 -2.034
H 0.126 -0.125 0.034
H 0.561 -1.113 -1.308
H 2.352 -0.267 0.369
H 2.828 0.207 -1.379
H -1.063 0.826 -1.863
H 2.109 1.326 -0.366
H 0.159 0.329 -3.045
H 0.355 1.743 -2.076
```

(6)
Entry from the OMol25 dataset: 2 unconnected molecules or ions with the total composition C5H11O3 (the ωB97M-V functional and the def2-TZVPD basis).

Output
LUMO level in eV: 3.9357
E_HOMO in eV: -4.5
Total charge: -1

Geometry as XYZ:
```
19
C5H11O3 the ωB97M-V functional and the def2-TZVPD basis
C -1.630 -2.089 0.589
C -0.752 -1.641 1.794
O -1.371 -1.389 -0.575
H -1.466 -3.155 0.432
H -2.643 -1.775 0.879
H -0.385 -2.504 2.405
H -1.271 -0.399 -0.602
H -1.336 -1.189 2.591
H 0.050 -0.922 1.552
C 0.807 1.445 -1.469
C 2.231 1.209 -0.920
C -0.183 1.969 -0.389
O 0.103 3.056 0.144
O -1.164 1.215 -0.131
H 0.733 2.282 -2.179
H 0.459 0.470 -1.819
H 2.623 2.016 -0.312
H 2.920 1.045 -1.759
H 2.276 0.356 -0.231
```

(7)
Entry from the OMol25 dataset: 2 unconnected molecules or ions with the total composition CH5OPS (the ωB97M-V functional and the def2-TZVPD basis).

Output
LUMO level (spin up / spin down) in eV: 0.1297 / -0.6153
E_HOMO (spin up / spin down) in eV: -8.0 / -8.7

Geometry as XYZ:
```
9
CH5OPS the ωB97M-V functional and the def2-TZVPD basis
C -1.851 -0.910 -0.252
O 1.020 2.052 0.436
P 0.706 0.858 -0.687
S 1.872 -0.802 -0.013
H -2.411 -0.241 0.371
H -1.214 -1.646 0.110
H -2.358 -0.961 -1.176
H 1.046 1.947 1.412
H 3.189 -0.298 -0.201
```

(8)
Entry from the OMol25 dataset: 3 unconnected molecules or ions with the total composition C2H9Cl2N2Si (the ωB97M-V functional and the def2-TZVPD basis).

Output
LUMO level in eV: -4.4247
E_HOMO in eV: -13.6
Total charge: +1

Geometry as XYZ:
```
16
C2H9Cl2N2Si the ωB97M-V functional and the def2-TZVPD basis
C -1.438 0.160 -1.711
C 0.600 -0.087 -0.676
N 0.037 1.512 1.629
N -0.036 0.478 -1.632
Si 0.280 0.674 2.958
Cl -2.243 -2.022 1.988
Cl 1.091 -1.087 2.596
H -1.552 -0.961 -1.544
H -1.846 0.703 -0.918
H -1.930 0.679 -2.573
H 1.679 -0.054 -0.495
H 0.062 -0.907 -0.168
H -0.472 2.366 1.546
H -2.284 -3.172 2.573
H 0.326 1.144 -2.244
H 0.567 1.163 4.416
```